13
Properties=species:S:1:pos:R:3:mulliken_charge:R:1 method="wB97M-V/def2-TZVPD" e_tot_ha=-667.1945 multiplicity=1 molar_mass_da=107.15 charge=-1 relative_energy_kj_mol=128.1
C 2.264 0.033 1.041 -0.8696
C 1.227 -0.634 0.016 -0.4423
S 0.543 0.629 -1.155 -0.4163
H 1.605 0.859 1.446 0.2580
H 3.346 0.331 0.781 0.2442
H 2.515 -0.751 1.652 0.3017
H 1.551 -1.544 -0.581 0.3328
H 0.235 -0.956 0.406 0.2317
H -0.808 0.517 -0.803 0.2580
O -4.309 0.373 -0.273 -0.6547
C -3.111 0.381 -0.680 0.1943
O -2.027 0.366 -0.011 -0.5951
H -3.031 0.397 -1.837 0.1573

50
Properties=species:S:1:pos:R:3:mulliken_charge:R:1 method="wB97M-V/def2-TZVPD" e_tot_ha=-2840.3793 smiles=ClCCl.ClCCl.OCCO.OCCO.OCCO.OCCO multiplicity=1 molar_mass_da=418.14 relative_energy_kj_mol=137.4
C -1.605 -2.263 -4.565 -0.5035
C -0.357 -1.739 -3.808 0.0907
O 0.352 -2.840 -3.236 -0.5507
O -1.230 -2.925 -5.732 -0.5168
H -2.254 -1.425 -4.820 0.2651
H -2.158 -2.997 -3.979 0.3090
H -0.658 -1.128 -2.957 -0.0828
H 0.373 -1.176 -4.390 0.3601
H 0.738 -3.341 -3.958 0.2753
H -1.480 -3.840 -5.583 0.3468
C -2.127 0.474 4.132 -0.4925
C -0.775 -0.186 3.853 -0.1330
O -0.868 -1.635 3.883 -0.4909
O -2.605 0.371 5.465 -0.5110
H -2.860 0.074 3.432 0.2836
H -2.016 1.533 3.897 0.3461
H 0.053 0.083 4.508 0.3531
H -0.541 0.199 2.860 0.0339
H -1.102 -1.760 4.806 0.3025
H -3.502 0.704 5.390 0.3182
C 3.180 -1.193 0.219 -0.7732
C 2.152 -0.211 0.743 0.2929
O 0.931 -0.429 0.078 -0.3320
O 3.374 -1.117 -1.213 -0.5266
H 2.932 -2.220 0.485 0.3088
H 4.081 -0.836 0.718 0.4598
H 2.416 0.843 0.646 -0.1671
H 2.100 -0.420 1.811 0.3150
H 1.175 -0.845 -0.752 0.1845
H 4.265 -1.408 -1.422 0.2931
C -1.411 3.579 -2.095 -0.7208
C -0.483 2.387 -1.751 0.0819
O -0.105 2.198 -0.324 -0.5285
O -0.760 4.830 -1.972 -0.5084
H -2.260 3.493 -1.417 0.2614
H -1.760 3.641 -3.126 0.3784
H 0.496 2.367 -2.229 0.2766
H -1.026 1.488 -2.043 0.1089
H 0.044 1.256 -0.218 0.3362
H -0.518 5.063 -2.871 0.3056
C 2.530 3.157 2.636 0.0692
Cl 3.668 3.089 1.355 -0.1597
Cl 3.260 2.683 4.250 -0.1923
H 2.286 4.219 2.645 0.3344
H 1.687 2.499 2.425 -0.0396
C -1.470 -2.785 0.993 0.4870
Cl -2.482 -2.333 -0.429 -0.1952
Cl -0.723 -4.292 0.716 -0.1750
H -0.738 -1.996 1.163 -0.4462
H -2.216 -2.888 1.781 0.2677

15
Properties=species:S:1:pos:R:3:mulliken_charge:R:1 method="wB97M-V/def2-TZVPD" e_tot_ha=-685.3123 smiles=CC1(N[O-])CSC1 multiplicity=1 molar_mass_da=118.18 charge=-1 relative_energy_kj_mol=377.4
C 1.037 0.832 -0.777 -0.8703
C -1.091 1.034 0.155 -1.0029
C -0.126 -0.149 -0.038 1.0626
C 0.448 -0.701 1.252 -1.6222
N -0.731 -1.166 -0.790 -0.2408
O -0.176 -2.415 -0.782 -0.8279
S 0.140 2.335 -0.311 -0.2678
H 2.042 0.786 -0.361 0.3430
H 1.059 0.695 -1.857 0.3172
H -1.917 1.024 -0.558 0.3958
H -1.484 1.169 1.163 0.2834
H -0.351 -1.165 1.828 0.4326
H 0.923 0.078 1.844 0.4179
H 1.158 -1.481 0.985 0.3646
H -0.932 -0.876 -1.753 0.2148

12
Properties=species:S:1:pos:R:3:mulliken_charge:R:1 method="wB97M-V/def2-TZVPD" e_tot_ha=-248.1856 multiplicity=1 molar_mass_da=73.09 relative_energy_kj_mol=895.0
C 1.038 -1.172 -0.390 -0.7977
N 0.478 0.069 0.103 -0.2956
C -1.252 0.961 -0.438 -0.1214
C -1.699 0.431 0.602 -0.2614
O 1.578 0.966 0.402 -0.4967
H 1.987 0.622 1.210 0.2977
H -1.031 1.544 -1.306 0.3790
H 0.214 -1.853 -0.620 0.2745
H 1.681 -1.670 0.356 0.2511
H 1.643 -1.025 -1.297 0.2787
H -2.045 -0.070 1.477 0.3696
H -2.592 1.197 -0.097 0.1222

87
Properties=species:S:1:pos:R:3:mulliken_charge:R:1 method="wB97M-V/def2-TZVPD" e_tot_ha=-7905.8837 multiplicity=1 molar_mass_da=781.61 charge=+2 relative_energy_kj_mol=0.0
Sc -0.255 -1.065 -0.383 0.3251
Br 2.952 -7.170 1.375 -0.0572
C 2.148 -5.532 0.896 -0.4385
C 2.702 -4.319 1.299 -1.0765
C 2.067 -3.154 0.914 -0.1988
N 0.953 -3.106 0.179 0.3669
C 0.429 -4.280 -0.233 0.5752
C 0.995 -5.504 0.116 -0.8986
C -0.762 -4.192 -1.104 1.0909
C -1.378 -5.333 -1.604 -0.9042
C -2.465 -5.220 -2.464 -0.2763
Br -3.290 -6.767 -3.163 -0.0600
C -2.906 -3.945 -2.800 -0.8357
C -2.240 -2.862 -2.259 -0.3036
N -1.198 -2.953 -1.423 0.4556
H 3.600 -4.282 1.897 0.5270
H 2.495 -2.202 1.207 0.3553
H 0.565 -6.438 -0.203 0.4945
H -1.035 -6.320 -1.350 0.4678
H -3.737 -3.798 -3.469 0.4995
H -2.562 -1.861 -2.519 0.5242
C -1.782 0.351 -1.113 -0.7943
Si -1.874 1.653 0.271 -0.7714
C -1.891 0.482 1.818 -1.0667
N -0.838 -0.568 1.743 1.6272
C 0.408 -0.066 2.372 -0.3296
C 0.329 0.124 3.892 -0.9181
C -0.116 -1.171 4.564 -0.7973
C -1.425 -1.647 3.945 -0.6943
C -1.265 -1.814 2.433 -0.7458
C -3.384 2.781 0.214 0.7634
C -3.262 4.081 -0.276 -0.3035
C -4.371 4.893 -0.420 -0.7278
C -5.626 4.418 -0.075 -0.5150
C -5.765 3.130 0.414 -0.6944
C -4.655 2.318 0.552 -0.5023
C -0.316 2.734 0.315 0.6278
C -0.007 3.477 1.453 -0.1448
C 1.054 4.364 1.463 -0.8290
C 1.816 4.538 0.320 -0.8339
C 1.513 3.820 -0.825 -0.6928
C 0.459 2.924 -0.826 -0.1545
H -1.676 0.850 -2.086 0.5109
H -2.762 -0.154 -1.127 0.5138
H -2.865 -0.006 1.854 0.7480
H -1.799 1.056 2.739 0.1804
H 0.660 0.889 1.900 0.1881
H 1.208 -0.793 2.170 0.0039
H -0.351 0.937 4.149 0.3250
H 1.316 0.414 4.252 0.4665
H -0.257 -1.006 5.630 0.4572
H 0.651 -1.940 4.434 0.2404
H -2.212 -0.920 4.143 0.3135
H -1.724 -2.600 4.384 0.4444
H -2.218 -2.134 1.995 0.4726
H -0.517 -2.598 2.234 0.2194
H -2.285 4.457 -0.544 0.3036
H -4.260 5.893 -0.813 0.4192
H -6.493 5.050 -0.189 0.4045
H -6.742 2.752 0.674 0.4171
H -4.775 1.312 0.927 0.2875
H -0.624 3.381 2.335 0.5238
H 1.273 4.937 2.350 0.4578
H 2.622 5.255 0.309 0.4662
H 2.080 3.995 -1.728 0.5724
H 0.202 2.385 -1.730 0.4225
C 3.671 0.615 0.418 -0.8012
N 3.461 0.827 -0.995 0.3491
C 4.492 1.607 -1.662 -0.5407
C 4.532 1.238 -3.133 -0.7543
C 3.127 1.429 -3.680 -0.5583
N 2.188 0.617 -2.919 0.3585
C 1.039 0.142 -3.663 -0.8171
C 2.354 0.380 -1.608 -0.3105
O 1.488 -0.287 -0.947 0.1828
H 4.641 0.140 0.577 0.4407
H 2.888 -0.028 0.809 -0.1405
H 3.642 1.568 0.951 0.2993
H 5.450 1.393 -1.181 0.4407
H 4.284 2.675 -1.534 0.2473
H 4.842 0.198 -3.248 0.2958
H 5.238 1.870 -3.669 0.4170
H 3.065 1.138 -4.731 0.4216
H 2.840 2.483 -3.603 0.1977
H 1.363 -0.544 -4.450 0.4105
H 0.532 0.986 -4.137 0.3572
H 0.330 -0.378 -3.002 0.0103